C34H51AlO18 | the ωB97M-V functional and the def2-TZVPD basis

Last column: Mulliken spin population.
Atoms and positions in Å:
Al1 4.268 3.085 0.988  0.018
C1 0.737 -0.078 0.044  -0.011
C2 1.862 0.847 0.487  0.026
O1 1.507 1.951 0.800  0.799
O2 2.996 0.420 0.746  0.103
H1 0.818 -0.195 -1.037  0.033
H2 -0.312 0.158 0.222  0.005
H3 1.052 -1.017 0.500  0.027
O3 -0.973 3.865 4.363  0.000
C3 -1.052 4.576 3.337  0.000
O4 -0.928 5.918 3.385  0.000
C4 -0.964 6.473 2.004  0.000
C5 -0.752 5.263 1.184  0.000
C6 -1.357 4.119 1.915  0.004
H4 -0.201 7.216 1.771  0.000
H5 -1.843 7.108 1.895  0.000
H6 0.317 5.073 1.096  0.000
H7 -1.325 5.278 0.257  0.000
H8 -0.878 3.191 1.603  0.002
H9 -2.396 4.052 1.591  0.000
O5 -3.236 -0.757 -4.625  -0.838
C7 -3.552 -0.254 -3.555  -0.020
O6 -4.683 -0.421 -2.931  -0.046
C8 -4.901 0.335 -1.768  0.002
C9 -3.433 0.915 -1.504  -0.025
C10 -2.708 0.765 -2.808  -0.069
H10 -5.152 -0.345 -0.953  -0.003
H11 -5.634 1.138 -1.849  0.001
H12 -3.017 0.395 -0.640  -0.003
H13 -3.462 1.976 -1.258  -0.009
H14 -1.652 0.493 -2.828  0.013
H15 -2.818 1.712 -3.338  0.006
O7 1.367 1.502 -5.265  0.000
C11 1.084 2.390 -4.470  0.000
O8 0.015 3.178 -4.744  0.000
C12 -0.216 4.146 -3.663  0.000
C13 0.542 3.474 -2.505  0.001
C14 1.668 2.737 -3.129  -0.001
H16 -1.243 4.247 -3.312  0.000
H17 0.171 5.165 -3.666  0.000
H18 -0.194 2.833 -2.020  0.000
H19 0.821 4.172 -1.715  0.000
H20 1.772 1.850 -2.504  -0.001
H21 2.565 3.344 -3.255  -0.001
O9 -1.190 -2.318 -1.938  -0.001
C15 -1.922 -2.924 -1.189  -0.001
O10 -3.136 -3.400 -1.595  0.001
C16 -3.804 -3.940 -0.482  0.000
C17 -3.122 -3.140 0.706  0.000
C18 -1.652 -3.262 0.231  0.001
H22 -3.881 -5.011 -0.292  0.000
H23 -4.816 -3.559 -0.618  0.000
H24 -3.291 -3.658 1.650  0.000
H25 -3.355 -2.076 0.673  0.000
H26 -1.265 -4.281 0.235  0.000
H27 -0.963 -2.598 0.754  -0.001
O11 -0.109 -3.943 -6.431  -0.005
C19 0.399 -3.187 -5.627  0.000
O12 1.552 -3.580 -4.879  -0.001
C20 1.809 -2.592 -3.872  0.000
C21 1.190 -1.435 -4.417  0.000
C22 -0.005 -1.824 -5.181  0.001
H28 2.846 -2.423 -3.582  0.000
H29 1.366 -2.809 -2.900  0.000
H30 1.809 -0.792 -5.043  -0.001
H31 1.076 -0.794 -3.542  0.000
H32 -0.118 -1.194 -6.063  0.001
H33 -0.913 -1.865 -4.581  -0.004
O13 -4.072 0.191 1.789  0.000
C23 -3.093 0.135 2.571  0.001
O14 -2.291 1.069 2.679  0.001
C24 -1.135 0.660 3.465  -0.002
C25 -1.692 -0.437 4.312  -0.001
C26 -2.794 -1.075 3.545  0.000
H34 -0.799 1.474 4.108  0.000
H35 -0.351 0.260 2.823  0.001
H36 -2.027 -0.029 5.266  0.000
H37 -1.015 -1.240 4.603  0.000
H38 -3.589 -1.231 4.274  0.000
H39 -2.454 -1.997 3.073  0.000
O15 3.859 1.551 3.695  0.000
C27 3.265 0.713 4.414  0.001
O16 3.046 0.976 5.723  0.000
C28 2.171 0.084 6.268  0.000
C29 1.920 -1.100 5.335  0.000
C30 2.556 -0.596 4.074  0.000
H40 1.220 0.541 6.542  0.000
H41 2.614 -0.251 7.206  0.000
H42 0.858 -1.340 5.282  0.000
H43 2.374 -1.968 5.814  0.000
H44 1.827 -0.508 3.268  -0.003
H45 3.315 -1.325 3.790  0.000
O17 4.627 -5.644 -1.665  0.834
C31 4.516 -4.530 -1.136  -0.033
O18 4.843 -3.400 -1.826  0.061
C32 4.758 -2.253 -1.035  -0.002
C33 4.543 -2.739 0.323  0.025
C34 3.796 -4.143 0.188  0.114
H46 3.985 -1.695 -1.562  0.002
H47 5.789 -1.899 -1.059  0.003
H48 4.077 -2.142 1.108  0.010
H49 5.518 -2.870 0.793  0.000
H50 2.714 -4.116 0.056  -0.011
H51 3.934 -4.810 1.039  -0.003

The orbital gap (alpha / beta) is 3.4 / 2.9 eV. Its spin multiplicity is 2. Its net charge is +3.

***

C34H51BN6O2PbSSbSe4 | the ωB97M-V functional and the def2-TZVPD basis

Last column: Löwdin charge in e.
Atoms and positions in Å:
Pb1 -0.059 0.553 -0.449  1.079
C1 -0.050 3.652 0.453  -0.132
C2 0.248 3.616 1.943  -0.357
C3 -0.993 4.034 2.741  -0.061
C4 0.749 2.297 2.466  -0.267
C5 1.394 2.117 3.690  0.028
C6 1.639 0.767 3.794  -0.198
C7 2.504 0.192 4.886  -0.342
C8 1.864 -0.797 5.856  -0.062
C9 3.794 -0.377 4.300  -0.052
N1 1.126 0.162 2.696  0.060
N2 0.626 1.120 1.863  -0.016
B1 1.149 -1.359 2.319  -0.493
N3 -0.226 -1.899 1.762  0.063
N4 -0.524 -1.717 0.435  -0.052
C10 -1.592 -2.456 0.148  -0.323
C11 -2.025 -3.107 1.299  0.016
C12 -1.157 -2.729 2.299  -0.193
C13 -1.355 -3.223 3.712  -0.337
C14 -0.678 -2.435 4.822  -0.074
C15 -1.037 -4.716 3.834  -0.053
C16 -2.199 -2.598 -1.223  -0.373
C17 -2.073 -4.062 -1.661  -0.059
C18 -1.601 -1.689 -2.285  -0.121
N5 2.261 -1.604 1.253  0.049
N6 2.217 -0.821 0.141  0.035
C19 3.192 -1.216 -0.664  -0.279
C20 3.864 -2.297 -0.094  0.021
C21 3.236 -2.538 1.112  -0.191
C22 3.684 -3.662 2.021  -0.345
C23 5.089 -3.401 2.579  -0.058
C24 2.728 -4.128 3.111  -0.069
C25 3.475 -0.562 -1.987  -0.357
C26 2.425 -0.919 -3.039  -0.066
C27 3.630 0.952 -1.857  -0.053
H1 -0.182 4.680 0.115  0.092
H2 -0.983 3.133 0.218  -0.003
H3 0.760 3.228 -0.146  0.040
H4 1.043 4.342 2.152  0.137
H5 -1.785 3.293 2.621  0.040
H6 -1.373 4.990 2.381  0.082
H7 -0.767 4.128 3.803  0.075
H8 1.674 2.876 4.400  0.115
H9 2.769 1.078 5.473  0.129
H10 1.824 -1.797 5.430  0.039
H11 0.854 -0.499 6.135  0.082
H12 2.465 -0.849 6.765  0.082
H13 3.564 -1.240 3.680  0.040
H14 4.474 -0.693 5.093  0.085
H15 4.305 0.357 3.677  0.095
H16 1.404 -1.946 3.316  0.084
H17 -2.897 -3.727 1.409  0.127
H18 -2.437 -3.123 3.851  0.141
H19 0.358 -2.747 4.930  0.042
H20 -1.181 -2.626 5.772  0.089
H21 -0.699 -1.362 4.634  0.084
H22 0.024 -4.904 3.674  0.058
H23 -1.598 -5.302 3.107  0.077
H24 -1.293 -5.070 4.833  0.080
H25 -3.268 -2.371 -1.118  0.096
H26 -1.021 -4.337 -1.760  0.087
H27 -2.559 -4.209 -2.626  0.078
H28 -2.534 -4.737 -0.941  0.072
H29 -0.522 -1.841 -2.369  0.068
H30 -1.802 -0.629 -2.108  -0.044
H31 -2.038 -1.911 -3.259  0.094
H32 4.682 -2.856 -0.515  0.112
H33 3.790 -4.507 1.330  0.136
H34 5.115 -2.506 3.198  0.059
H35 5.808 -3.266 1.773  0.074
H36 5.412 -4.246 3.190  0.078
H37 2.692 -3.443 3.956  0.061
H38 3.062 -5.097 3.485  0.084
H39 1.717 -4.240 2.724  0.064
H40 4.433 -0.975 -2.323  0.134
H41 1.469 -0.439 -2.831  0.008
H42 2.263 -1.997 -3.085  0.084
H43 2.739 -0.573 -4.025  0.072
H44 2.705 1.407 -1.498  0.044
H45 3.859 1.400 -2.825  0.068
H46 4.424 1.210 -1.154  0.086
Se1 -6.190 -1.013 0.022  -0.310
Sb1 -4.569 0.459 -0.915  0.216
Se2 -2.659 0.541 0.939  -0.090
Se3 -1.561 2.320 -2.766  -0.007
Se4 -4.081 2.420 0.791  -0.091
O1 5.251 5.424 -3.738  0.099
C28 4.994 4.394 -4.587  -0.484
O2 5.839 4.068 -5.379  0.098
C29 3.668 3.732 -4.466  -0.164
C30 3.403 2.657 -5.319  -0.030
C31 2.200 1.990 -5.259  -0.126
C32 1.210 2.371 -4.340  -0.640
S1 -0.274 1.443 -4.318  0.359
C33 1.465 3.455 -3.500  -0.130
C34 2.677 4.118 -3.568  -0.033
H47 4.488 5.571 -3.162  0.079
H48 4.166 2.362 -6.025  0.119
H49 2.008 1.160 -5.926  0.101
H50 0.697 3.764 -2.803  0.031
H51 2.818 4.949 -2.882  0.108

The orbital gap is 6.6 eV. Its spin multiplicity is 1. Its energy relative to the best compared isomer or geometry (same formula, charge and spin) is 47.4 kJ/mol. Its net charge is -1.

***

C34H51BrO20S | the ωB97M-V functional and the def2-TZVPD basis

Last column: Löwdin charge in e.
Atoms and positions in Å:
O1 3.577 -1.831 -0.951  0.010
C1 2.903 -1.145 -1.730  -0.614
Br1 3.546 0.721 -2.164  0.682
C2 1.521 -1.583 -2.423  -0.213
O2 0.676 -2.391 -1.557  -0.356
S1 -0.953 -1.979 -1.703  1.017
O3 -1.232 -1.986 -3.202  -0.440
O4 -1.192 -0.385 -1.159  -0.296
H1 1.725 -2.089 -3.445  0.129
H2 0.929 -0.619 -2.643  0.105
H3 -1.038 0.169 -1.978  0.033
O5 -2.051 1.199 -3.270  0.094
C3 -2.813 0.870 -4.147  -0.446
O6 -2.461 0.111 -5.215  0.013
C4 -3.575 0.004 -6.110  -0.154
C5 -4.793 0.288 -5.264  -0.149
C6 -4.259 1.271 -4.245  -0.069
H4 -3.447 0.735 -6.914  0.130
H5 -3.602 -0.997 -6.544  0.127
H6 -5.639 0.667 -5.839  0.124
H7 -5.114 -0.628 -4.757  0.129
H8 -4.320 2.302 -4.603  0.141
H9 -4.762 1.166 -3.284  0.119
O7 -8.727 0.912 -2.666  0.118
C7 -8.199 1.831 -2.096  -0.478
O8 -6.866 2.101 -2.162  0.006
C8 -6.558 3.190 -1.283  -0.161
C9 -7.864 3.925 -1.088  -0.163
C10 -8.884 2.810 -1.182  -0.081
H10 -6.167 2.783 -0.346  0.132
H11 -5.796 3.825 -1.738  0.127
H12 -7.908 4.483 -0.151  0.121
H13 -8.018 4.633 -1.909  0.122
H14 -9.057 2.333 -0.214  0.137
H15 -9.823 3.158 -1.612  0.129
O9 4.615 2.788 3.804  0.109
C11 4.477 1.804 3.123  -0.475
O10 3.719 1.762 1.994  0.023
C12 3.684 0.419 1.495  -0.182
C13 4.906 -0.253 2.073  -0.151
C14 5.063 0.448 3.407  -0.090
H16 2.753 -0.052 1.827  0.129
H17 3.702 0.432 0.404  0.023
H18 4.804 -1.336 2.155  0.119
H19 5.777 -0.044 1.444  0.133
H20 4.477 -0.037 4.192  0.127
H21 6.109 0.525 3.699  0.122
O11 2.289 -1.345 -5.239  0.085
C15 1.571 -1.690 -6.146  -0.452
O12 1.982 -2.459 -7.189  0.039
C16 0.914 -2.586 -8.134  -0.161
C17 -0.346 -2.306 -7.349  -0.158
C18 0.129 -1.305 -6.316  -0.081
H22 1.072 -1.863 -8.939  0.129
H23 0.917 -3.592 -8.557  0.127
H24 -1.168 -1.941 -7.968  0.116
H25 -0.682 -3.219 -6.847  0.126
H26 0.076 -0.279 -6.688  0.141
H27 -0.417 -1.404 -5.379  0.093
O13 9.304 -0.946 4.414  0.126
C19 8.378 -1.534 4.906  -0.474
O14 7.139 -1.607 4.345  0.002
C20 6.252 -2.286 5.243  -0.173
C21 7.147 -3.103 6.146  -0.163
C22 8.394 -2.248 6.230  -0.079
H28 5.676 -1.537 5.796  0.125
H29 5.563 -2.913 4.674  0.129
H30 6.697 -3.320 7.116  0.120
H31 7.388 -4.056 5.665  0.123
H32 8.328 -1.510 7.033  0.136
H33 9.292 -2.855 6.338  0.130
O15 -3.530 2.956 3.254  0.113
C23 -2.430 2.575 2.947  -0.477
O16 -1.292 2.928 3.606  0.016
C24 -0.157 2.389 2.914  -0.168
C25 -0.697 1.233 2.105  -0.166
C26 -2.101 1.692 1.774  -0.082
H34 0.271 3.174 2.283  0.131
H35 0.595 2.067 3.636  0.125
H36 -0.092 1.003 1.227  0.109
H37 -0.743 0.334 2.728  0.125
H38 -2.129 2.289 0.860  0.136
H39 -2.793 0.853 1.707  0.131
O17 -2.937 -4.548 -1.130  0.097
C27 -2.255 -5.493 -0.831  -0.483
O18 -1.500 -5.560 0.299  0.027
C28 -0.733 -6.769 0.288  -0.164
C29 -1.468 -7.698 -0.649  -0.166
C30 -2.069 -6.739 -1.655  -0.080
H40 0.277 -6.537 -0.063  0.129
H41 -0.670 -7.173 1.300  0.127
H42 -0.823 -8.457 -1.097  0.119
H43 -2.268 -8.213 -0.109  0.122
H44 -1.380 -6.524 -2.475  0.135
H45 -3.023 -7.102 -2.037  0.129
O19 1.541 8.668 5.568  0.112
C31 1.266 7.496 5.570  -0.480
O20 0.000 7.012 5.706  0.030
C32 0.044 5.582 5.775  -0.161
C33 1.351 5.192 5.127  -0.170
C34 2.250 6.361 5.471  -0.079
H46 -0.004 5.282 6.827  0.129
H47 -0.814 5.162 5.248  0.118
H48 1.733 4.230 5.473  0.118
H49 1.224 5.134 4.042  0.117
H50 2.739 6.228 6.439  0.135
H51 2.986 6.546 4.690  0.131

The orbital gap is 9.9 eV. Its spin multiplicity is 1. Its net charge is 0.

***

C34H51Cl2N6O2OsSSi | the ωB97M-V functional and the def2-TZVPD basis

Last column: Mulliken spin population.
Atoms and positions in Å:
Os1 0.915 -0.519 0.136  3.409
C1 -3.301 0.003 0.869  -0.007
C2 -2.448 1.053 0.249  0.113
C3 -3.028 2.273 -0.200  0.240
C4 -2.247 3.245 -0.799  -0.042
C5 -0.894 3.016 -0.976  0.202
C6 -0.369 1.791 -0.514  0.010
N1 -1.155 0.847 0.110  -0.013
N2 0.897 1.378 -0.614  0.209
Si1 2.300 2.208 -1.470  -0.028
C7 3.670 0.955 -1.410  0.026
C8 1.761 2.537 -3.213  0.017
C9 2.696 3.749 -0.502  0.011
H1 -3.731 0.362 1.804  0.001
H2 -2.727 -0.897 1.078  0.002
H3 -4.138 -0.236 0.209  -0.001
H4 -4.091 2.426 -0.068  -0.004
H5 -2.692 4.172 -1.136  0.005
H6 -0.257 3.747 -1.453  0.013
H7 3.379 0.000 -1.860  -0.009
H8 4.047 0.773 -0.403  0.000
H9 4.514 1.325 -1.999  0.001
H10 1.399 1.628 -3.698  0.000
H11 2.630 2.883 -3.779  0.000
H12 0.992 3.304 -3.307  -0.001
H13 3.343 3.531 0.350  0.001
H14 1.805 4.265 -0.138  0.000
H15 3.236 4.455 -1.137  0.000
C10 5.280 1.693 6.575  0.000
C11 4.142 2.714 6.419  0.000
C12 4.751 4.069 6.033  0.000
C13 3.452 2.853 7.781  0.000
C14 3.121 2.249 5.333  0.002
O1 2.767 0.886 5.513  0.000
C15 1.828 3.106 5.304  -0.001
C16 0.608 2.612 6.088  0.001
C17 -0.076 1.391 5.519  -0.004
C18 -0.484 1.348 4.189  0.014
C19 -1.143 0.239 3.672  0.017
C20 -1.424 -0.830 4.502  0.007
Cl1 -2.302 -2.196 3.879  0.000
C21 -1.047 -0.806 5.835  0.000
C22 -0.377 0.301 6.325  0.001
C23 3.768 2.380 3.918  -0.001
N3 3.275 1.322 3.034  0.014
C24 2.240 1.325 2.224  0.024
N4 2.131 0.104 1.665  -0.100
C25 3.183 -0.601 2.215  0.015
N5 3.889 0.116 3.027  0.004
H16 6.059 2.129 7.200  0.000
H17 5.745 1.404 5.631  0.000
H18 4.964 0.779 7.084  0.000
H19 5.289 4.478 6.888  0.000
H20 4.000 4.807 5.748  0.000
H21 5.476 3.985 5.220  0.000
H22 4.205 3.064 8.540  0.000
H23 2.944 1.935 8.085  0.000
H24 2.734 3.673 7.803  0.000
H25 3.282 0.515 6.237  0.000
H26 1.510 3.243 4.265  0.001
H27 2.076 4.106 5.657  0.000
H28 -0.120 3.428 6.093  0.000
H29 0.867 2.433 7.130  0.000
H30 -0.323 2.214 3.556  0.004
H31 -1.470 0.212 2.636  -0.033
H32 -1.289 -1.642 6.477  0.000
H33 -0.083 0.324 7.367  0.000
H34 4.846 2.256 3.943  0.000
H35 3.545 3.340 3.454  0.001
H36 1.606 2.173 2.036  0.008
H37 3.420 -1.622 1.969  -0.001
C26 -3.016 -3.847 -1.627  0.002
C27 -1.643 -3.303 -1.238  0.002
S1 -1.388 -1.680 -1.966  0.017
O2 0.047 -1.235 -1.516  -0.085
C28 -1.105 -2.101 -3.685  0.004
C29 -0.729 -0.870 -4.495  0.001
H38 -3.223 -4.731 -1.026  0.000
H39 -3.056 -4.145 -2.672  0.000
H40 -3.809 -3.123 -1.434  0.000
H41 -0.823 -3.949 -1.554  0.001
H42 -1.572 -3.134 -0.161  0.000
H43 -2.053 -2.530 -4.017  0.000
H44 -0.338 -2.877 -3.701  -0.001
H45 -1.534 -0.135 -4.501  0.000
H46 -0.544 -1.174 -5.524  0.000
H47 0.180 -0.409 -4.113  0.000
Cl2 0.727 -4.414 4.324  -0.001
C30 1.102 -4.058 2.697  -0.006
C31 1.697 -5.013 1.882  0.022
C32 2.002 -4.678 0.572  -0.010
C33 1.709 -3.415 0.114  0.035
N6 1.132 -2.484 0.905  -0.153
C34 0.827 -2.797 2.183  0.010
H48 1.922 -5.996 2.274  0.000
H49 2.474 -5.393 -0.088  0.000
H50 1.934 -3.115 -0.901  0.008
H51 0.375 -2.026 2.800  0.029

The orbital gap (alpha / beta) is 7.6 / 4.3 eV. Its spin multiplicity is 5. Its energy relative to the best compared isomer or geometry (same formula, charge and spin) is 0.0 kJ/mol. Its net charge is +3.

***

Result set for total energy: -2921.5820 -12267.3882 -5803.2016 -3503.0510 Eh, one per record in the order listed.